# 1
Density functional theory data (ωB97M-V/def2-TZVPD) for the molecule C23H31N5O2 at a distorted geometry.

Atoms and positions in Å:
C (-3.759, -0.773, 2.042)
C (-4.145, 0.573, 1.439)
C (-2.956, 1.307, 0.814)
C (-3.264, 2.801, 0.607)
C (-2.009, 3.533, 0.135)
C (-1.455, 2.859, -1.117)
C (-1.248, 1.365, -0.842)
N (-2.461, 0.686, -0.415)
C (-3.425, 0.480, -1.488)
C (-3.796, -1.001, -1.655)
C (-2.570, -1.884, -1.883)
N (-1.769, -2.002, -0.685)
C (-1.462, -3.193, -0.150)
O (-1.783, -4.263, -0.620)
C (-0.619, -3.093, 1.136)
N (0.651, -2.443, 0.888)
N (1.599, -3.242, 0.405)
C (2.769, -2.776, 0.112)
C (3.081, -1.411, 0.300)
C (2.078, -0.593, 0.824)
N (2.539, 0.683, 0.949)
C (3.839, 0.722, 0.518)
C (4.729, 1.787, 0.455)
C (5.993, 1.536, -0.029)
C (6.395, 0.259, -0.452)
C (7.790, 0.068, -0.968)
C (5.509, -0.797, -0.388)
C (4.223, -0.575, 0.098)
C (0.771, -1.090, 1.151)
O (-0.159, -0.432, 1.610)
H (-4.602, -1.202, 2.579)
H (-3.450, -1.472, 1.272)
H (-2.933, -0.645, 2.737)
H (-4.539, 1.210, 2.235)
H (-4.944, 0.439, 0.709)
H (-2.121, 1.230, 1.522)
H (-4.059, 2.918, -0.133)
H (-3.615, 3.236, 1.544)
H (-2.235, 4.583, -0.066)
H (-1.257, 3.496, 0.927)
H (-2.159, 2.988, -1.943)
H (-0.507, 3.315, -1.410)
H (-0.858, 0.864, -1.732)
H (-0.516, 1.249, -0.038)
H (-2.995, 0.824, -2.433)
H (-4.345, 1.054, -1.327)
H (-4.332, -1.360, -0.778)
H (-4.460, -1.093, -2.517)
H (-2.871, -2.896, -2.167)
H (-1.956, -1.464, -2.689)
H (-1.622, -1.125, -0.189)
H (-0.426, -4.106, 1.490)
H (-1.154, -2.507, 1.887)
H (3.478, -3.491, -0.273)
H (2.005, 1.450, 1.320)
H (4.438, 2.776, 0.776)
H (6.707, 2.345, -0.089)
H (7.960, 0.696, -1.842)
H (7.963, -0.968, -1.247)
H (8.518, 0.351, -0.209)
H (5.803, -1.786, -0.709)

Force components x, y, z for each atom (eV/Å):
C -0.175 0.145 -0.051
C 0.382 -0.093 0.031
C -0.497 0.301 0.226
C 0.317 -0.134 0.103
C -0.208 0.033 -0.238
C 0.076 -0.154 0.195
C 0.177 0.308 -0.252
N 0.153 0.024 0.133
C -0.349 -0.354 -0.036
C 0.263 0.227 -0.113
C -0.221 -0.118 -0.122
N 0.024 0.286 -0.150
C 0.372 0.138 0.401
O -0.103 -0.431 -0.025
C -0.490 -0.325 -0.006
N 0.130 0.640 0.223
N 0.392 -0.869 -0.370
C -0.219 0.082 0.090
C -0.754 0.594 0.389
C 0.513 -0.582 -0.324
N -0.452 0.085 0.182
C 0.432 -0.414 -0.247
C 0.082 0.125 0.002
C -0.217 0.030 0.080
C 0.012 -0.261 -0.062
C 0.008 0.043 0.003
C 0.086 0.240 0.025
C -0.144 0.390 0.137
C 0.105 -0.130 0.026
O -0.104 0.271 0.061
H -0.034 -0.110 0.049
H 0.065 -0.128 -0.044
H 0.117 -0.042 0.097
H -0.054 0.044 -0.070
H -0.103 0.090 -0.044
H -0.038 0.042 0.008
H -0.101 0.013 -0.010
H -0.090 -0.014 0.020
H 0.069 0.014 0.066
H 0.052 0.045 0.060
H 0.000 0.033 -0.084
H 0.011 0.008 -0.084
H 0.048 -0.037 0.040
H 0.048 -0.023 -0.059
H -0.022 0.066 0.033
H 0.070 0.085 -0.061
H -0.093 -0.040 0.038
H -0.074 -0.025 -0.014
H 0.086 0.164 -0.026
H -0.068 -0.064 -0.054
H 0.012 -0.168 0.139
H -0.013 0.181 -0.066
H 0.064 -0.100 -0.065
H 0.061 -0.110 -0.045
H -0.006 -0.068 -0.011
H -0.003 0.113 0.025
H 0.061 0.104 0.002
H 0.082 -0.002 -0.067
H 0.068 -0.052 -0.034
H 0.105 -0.016 0.002
H 0.090 -0.099 -0.054

As for the charge: 0. The value obtained for the LUMO energy is 0.277 eV. The calculation puts the frontier orbital gap at 8.52 eV. As for the SMILES: CC[C@@H]1CCCCN1CCCNC(=O)Cn1ncc2c([nH]c3ccc(C)cc32)c1=O. Its relative energy (zero: lowest compared OMol25 entry of this formula, charge and spin) is 30.3 kcal/mol. Its HOMO energy is -0.3029 Eh.



# 2
Density functional theory data (ωB97M-V/def2-TZVPD) for a structure of composition C33H55HfNP2 at a distorted geometry.

Atoms and positions in Å:
Hf (1.403, -0.525, -0.494)
C (0.484, 1.753, 0.346)
C (-0.336, 1.652, -0.862)
C (-1.426, 0.552, 0.850)
C (-0.228, 1.072, 1.391)
C (-1.441, 0.803, -0.547)
C (1.544, 2.753, 0.659)
H (1.870, 3.303, -0.228)
H (2.431, 2.270, 1.096)
H (1.175, 3.487, 1.392)
C (0.219, 1.038, 2.804)
H (0.918, 1.855, 3.011)
H (0.766, 0.109, 3.001)
H (-0.623, 1.097, 3.507)
C (-2.544, -0.076, 1.586)
H (-2.592, 0.303, 2.615)
H (-2.425, -1.166, 1.631)
H (-3.511, 0.115, 1.100)
C (-2.565, 0.489, -1.455)
H (-3.429, 1.136, -1.231)
H (-2.906, -0.552, -1.358)
H (-2.292, 0.647, -2.506)
C (-0.400, 2.661, -1.949)
H (-1.194, 3.393, -1.719)
H (-0.635, 2.211, -2.921)
H (0.526, 3.231, -2.078)
C (4.620, -1.366, -2.799)
C (4.480, 0.049, -2.865)
C (4.340, 0.663, -4.351)
C (3.099, 0.310, -5.155)
C (2.062, -0.439, -4.352)
C (2.056, -1.786, -4.261)
C (3.164, -2.745, -4.403)
C (4.570, -2.259, -3.957)
H (5.221, 0.266, -4.878)
H (3.390, -0.256, -6.074)
H (4.491, 1.759, -4.377)
H (5.085, -1.867, -4.850)
H (5.069, -1.775, -1.882)
H (5.399, 0.648, -2.541)
H (5.145, -3.154, -3.642)
H (2.922, -3.641, -3.813)
H (1.126, -2.338, -4.302)
H (3.228, -3.114, -5.448)
H (2.643, 1.243, -5.557)
H (1.194, 0.175, -4.089)
P (3.735, 0.512, -1.206)
P (-0.482, -2.306, -1.763)
C (2.328, -2.119, -1.522)
C (1.249, -3.147, -1.690)
H (3.314, -2.457, -1.209)
H (2.317, -1.291, -2.286)
H (1.401, -3.811, -2.557)
H (1.244, -3.796, -0.798)
C (-1.525, -3.767, -1.465)
H (-2.587, -3.485, -1.503)
H (-1.299, -4.183, -0.475)
H (-1.318, -4.521, -2.238)
C (-0.892, -1.918, -3.503)
H (-0.632, -2.779, -4.123)
H (-0.299, -1.055, -3.814)
H (-1.939, -1.661, -3.688)
C (5.204, 0.681, -0.099)
H (5.537, 1.724, 0.031)
H (6.054, 0.102, -0.498)
H (4.997, 0.264, 0.909)
C (2.787, 1.849, -2.020)
H (1.705, 1.657, -1.889)
H (2.920, 1.816, -3.110)
H (3.076, 2.836, -1.642)
C (-3.223, -2.534, 3.967)
N (-2.190, -2.808, 2.959)
C (-2.248, -4.210, 2.583)
C (-0.896, -2.211, 3.297)
C (0.281, -2.506, 2.394)
C (0.863, -3.767, 2.631)
C (2.054, -4.145, 1.982)
C (2.770, -3.206, 1.252)
C (2.321, -1.832, 1.266)
C (0.907, -1.637, 1.466)
H (-3.016, -3.062, 4.922)
H (-4.193, -2.888, 3.579)
H (-3.285, -1.455, 4.166)
H (-1.659, -4.421, 1.687)
H (-1.927, -4.881, 3.403)
H (-3.308, -4.431, 2.373)
H (-1.061, -1.132, 3.344)
H (-0.641, -2.506, 4.333)
H (0.380, -4.451, 3.341)
H (2.396, -5.185, 2.112)
H (3.679, -3.493, 0.733)
H (3.046, -1.031, 1.523)

Force components x, y, z for each atom (eV/Å):
Hf -5.661 1.488 4.079
C -0.205 -0.693 -0.475
C 1.006 -1.069 0.615
C 0.725 0.210 -0.320
C -0.557 0.135 -0.752
C 0.875 0.585 0.738
C 0.359 0.699 0.254
H -0.206 0.041 0.361
H -0.108 0.346 0.042
H 0.213 -0.083 -0.241
C 0.121 0.091 0.297
H -0.222 -0.020 0.093
H -0.114 0.081 0.184
H 0.256 0.027 -0.188
C -0.286 -0.418 0.039
H -0.072 -0.092 -0.233
H -0.201 0.185 0.104
H 0.254 0.108 0.127
C -0.423 -0.143 -0.453
H 0.186 -0.196 -0.107
H 0.018 0.235 0.088
H -0.101 0.039 0.210
C -0.099 0.456 -0.637
H 0.282 -0.194 -0.162
H -0.062 0.143 0.073
H -0.172 -0.010 0.087
C 1.142 0.073 -0.099
C 2.017 0.693 -1.621
C 0.650 0.142 0.659
C -0.006 0.231 -0.235
C -0.364 -0.698 -1.407
C -0.785 0.980 -1.591
C 0.752 -0.561 -0.606
C 0.480 -1.514 -0.217
H -0.091 0.134 0.379
H -0.277 0.209 0.805
H 0.057 -0.552 0.531
H -0.123 0.426 0.509
H -0.328 0.162 -0.326
H -0.357 -1.376 -0.234
H -0.350 0.321 -0.409
H 0.079 0.345 -0.124
H 0.035 0.377 1.045
H 0.048 0.230 0.436
H 0.167 -0.627 0.370
H -0.125 -0.526 -0.272
P -1.072 0.329 0.283
P 1.087 -0.323 0.308
C 1.087 -0.238 -1.133
C -0.637 -0.446 -0.862
H -0.207 0.105 -0.103
H 0.489 -1.280 -0.094
H -0.220 -0.014 0.218
H -0.201 0.210 -0.138
C -0.293 0.063 0.473
H 0.316 -0.126 0.036
H -0.126 0.086 -0.279
H -0.024 0.209 0.172
C 0.281 0.109 -0.151
H -0.262 0.043 -0.076
H -0.291 -0.142 -0.079
H 0.056 -0.156 0.474
C 0.153 0.596 0.316
H -0.105 -0.315 -0.123
H -0.340 0.189 -0.084
H -0.179 0.303 -0.697
C 0.249 1.150 -0.414
H 0.611 0.291 0.359
H 0.219 0.260 0.636
H -0.347 -0.124 -0.228
C 0.260 -0.026 -0.106
N -0.347 -0.003 -0.437
C -0.220 0.021 0.351
C -1.155 0.246 0.102
C 0.046 -1.536 -0.282
C 0.534 0.683 0.003
C -0.271 -0.540 -0.363
C 0.237 0.691 1.356
C -1.104 -2.799 0.241
C 1.728 1.056 0.716
H -0.077 0.209 -0.258
H 0.388 0.253 0.228
H 0.004 -0.284 -0.039
H 0.006 0.021 0.146
H -0.028 -0.026 -0.215
H 0.516 -0.076 -0.037
H 0.034 -0.155 -0.005
H 0.444 -0.073 -0.238
H 0.318 0.318 -0.335
H -0.052 0.660 -0.370
H 0.314 0.055 0.525
H -0.247 0.104 -1.210

As for the charge: +2. The value obtained for the LUMO energy (alpha / beta) is -7.927 / -7.925 eV. The calculation puts the frontier orbital gap (alpha / beta) at 4.04 / 4.04 eV. Its HOMO energy (alpha / beta) is -0.4398 / -0.4399 Eh.



# 3
Density functional theory data (ωB97M-V/def2-TZVPD) for the molecule C6H9NS at a distorted geometry.

Atoms and positions in Å:
C (2.146, -0.705, 0.838)
C (0.951, -0.200, 0.748)
S (-0.547, -0.593, 1.709)
C (-1.781, -0.127, 0.414)
C (-0.670, -0.005, -0.687)
C (0.402, 0.886, -0.141)
N (-0.132, 1.066, -1.515)
C (0.282, 0.469, -2.721)
H (2.578, -1.474, 1.352)
H (2.931, -0.247, 0.196)
H (-2.133, 0.923, 0.478)
H (-2.619, -0.825, 0.344)
H (-0.227, -0.971, -0.885)
H (-0.152, 1.673, 0.338)
H (1.219, 0.914, -3.009)
H (0.508, -0.589, -2.686)
H (-0.399, 0.709, -3.570)

Force components x, y, z for each atom (eV/Å):
C 1.770 1.919 -2.260
C -0.959 1.322 0.323
S -0.039 -0.608 1.074
C 1.589 1.710 -1.271
C -1.995 0.441 0.455
C -0.743 -0.668 -0.154
N -1.751 -1.513 0.602
C 1.739 0.571 -2.317
H 0.113 -2.158 1.776
H -0.761 -0.055 0.366
H -0.173 -0.687 0.682
H 0.452 -0.068 -0.237
H -0.301 -0.226 -0.550
H 0.693 0.385 0.935
H 0.577 0.401 -0.335
H -0.288 -0.452 0.042
H 0.076 -0.314 0.871

As for the charge: 0. The value obtained for the LUMO energy is 0.955 eV. The calculation puts the frontier orbital gap at 9.49 eV. As for the SMILES: C=C1SC[C@@H]2[C@@H]1N2C. Its relative energy (zero: lowest compared OMol25 entry of this formula, charge and spin) is 115.4 kcal/mol. Its HOMO energy is -0.3136 Eh.



| no. | energy (eV) |
| --- | --- |
| 1 | -35901.21337 |
| 2 | -56463.15288 |
| 3 | -18688.20447 |